Entry 1:
Formula: C2H7O2S
Source: the OMol25 dataset
Level of theory: ωB97M-V/def2-TZVPD

Structure (XYZ):
```
12
C2H7O2S ωB97M-V/def2-TZVPD
O 2.16 -1.97 0.27
H 1.91 -2.03 1.20
C -0.58 -0.18 -1.30
S 0.58 0.83 -0.38
O 0.25 2.22 -0.94
C -0.35 0.64 1.18
H -0.75 -1.32 -0.72
H -0.34 -0.43 -2.30
H -1.40 0.30 -1.62
H -1.33 0.51 1.13
H -0.36 1.61 1.76
H 0.21 -0.18 1.72
```

Results
**Relative energy (zero: lowest compared OMol25 entry of this formula, charge and spin)**: 0.0 kcal/mol
**Multiplicity**: 1
**HOMO**: -2.6 eV
**Frontier orbital gap**: 6.44 eV
**Net charge**: -1
**LUMO energy**: 3.9 eV


Entry 2:
Formula: C4H12N2O3S
Source: the OMol25 dataset
Level of theory: ωB97M-V/def2-TZVPD

Structure (XYZ):
```
22
C4H12N2O3S ωB97M-V/def2-TZVPD
C 2.28 0.33 -0.89
C -2.10 1.03 1.49
C 2.01 1.74 -0.24
C -0.87 -1.47 0.07
N -0.49 -2.61 -0.61
N -1.85 -0.78 -0.54
O -3.86 0.55 -0.39
O -1.71 1.71 -0.99
O 0.73 1.93 0.34
S -2.49 0.75 -0.16
H 3.30 0.41 -1.31
H 2.00 -0.40 -0.05
H 1.67 0.17 -1.66
H -1.47 0.14 1.49
H -1.56 2.05 1.49
H -3.04 0.94 2.17
H 2.63 1.72 0.64
H 2.41 2.59 -0.86
H 0.13 -3.22 -0.06
H -0.84 -2.94 -1.49
H -2.18 -0.96 -1.45
H 0.10 1.81 -0.42
```

Results
**Relative energy (zero: lowest compared OMol25 entry of this formula, charge and spin)**: 50.5 kcal/mol
**Multiplicity**: 1
**HOMO**: -9.4 eV
**Frontier orbital gap**: 9.98 eV
**Net charge**: 0
**LUMO energy**: 0.6 eV


Entry 3:
Formula: C5H13N2O
Source: the OMol25 dataset
Level of theory: ωB97M-V/def2-TZVPD

Structure (XYZ):
```
21
C5H13N2O ωB97M-V/def2-TZVPD
O -1.53 -0.45 1.60
C -1.57 -0.30 0.43
N -2.01 -0.33 -0.72
C -5.35 -0.11 -0.72
C 1.80 0.35 0.07
N 2.75 1.17 -0.53
C 3.91 0.52 -0.92
C 2.13 -0.22 1.54
H -4.92 -0.09 -1.72
H -6.12 -0.87 -0.64
H -5.73 0.82 -0.29
H -4.47 -0.40 -0.14
H 0.82 0.78 0.19
H -0.70 -0.38 -0.44
H 1.71 -0.58 -0.51
H 4.41 1.03 -1.75
H 3.84 -0.56 -1.10
H 4.63 0.64 -0.06
H 3.06 0.12 1.98
H 1.38 0.17 2.24
H 1.96 -1.30 1.49
```

Results
**Relative energy (zero: lowest compared OMol25 entry of this formula, charge and spin)**: 202.1 kcal/mol
**Multiplicity**: 1
**HOMO**: -14.5 eV
**Frontier orbital gap**: 5.63 eV
**Net charge**: +1
**LUMO energy**: -8.8 eV


Entry 4:
Formula: C15H15ClIrNO
Source: the OMol25 dataset
Level of theory: ωB97M-V/def2-TZVPD

Structure (XYZ):
```
34
C15H15ClIrNO ωB97M-V/def2-TZVPD
C 2.05 -1.73 0.44
C 2.09 -1.69 -0.99
C 0.73 -2.11 -1.42
H 2.96 -1.54 -1.63
C -0.02 -2.45 -0.22
C 0.79 -2.18 0.88
H 0.49 -2.27 1.93
H 2.92 -1.48 1.03
H 0.47 -2.37 -2.43
H -1.08 -2.76 -0.25
Ir 0.80 -0.02 -1.08
Cl 2.05 1.22 0.44
C 0.83 1.78 -1.98
C -0.40 1.16 -2.42
C -0.08 0.06 -3.26
H -1.40 1.56 -2.25
C 1.34 -0.03 -3.36
C 1.92 1.00 -2.56
H 2.98 1.23 -2.42
H 0.92 2.71 -1.43
H -0.83 -0.57 -3.74
H 1.91 -0.78 -3.89
O -0.92 0.85 0.03
N -1.33 0.91 1.31
C -2.58 1.42 1.55
C -3.06 1.45 2.85
C -2.28 0.92 3.88
C -1.03 0.37 3.60
C -0.53 0.50 2.32
H -3.12 1.85 0.69
H -4.04 1.90 3.01
H -2.63 0.96 4.90
H -0.44 -0.14 4.36
H 0.50 0.26 2.11
```

Results
**Relative energy (zero: lowest compared OMol25 entry of this formula, charge and spin)**: 0.0 kcal/mol
**Multiplicity**: 7
**HOMO (spin up / spin down)**: -5.6 / -8.5 eV
**Frontier orbital gap (spin up / spin down)**: 6.21 / 5.76 eV
**Net charge**: 0
**LUMO energy (spin up / spin down)**: 0.6 / -2.7 eV


Entry 5:
Formula: C53H51IrO8P2
Source: the OMol25 dataset
Level of theory: ωB97M-V/def2-TZVPD

Structure (XYZ):
```
115
C53H51IrO8P2 ωB97M-V/def2-TZVPD
Ir 0.63 -0.39 0.27
C -1.09 3.05 0.51
O -1.00 1.75 1.08
C -2.12 1.40 1.86
C -1.99 -0.05 2.27
O -1.58 -0.93 1.21
C -2.60 -1.22 0.24
C -2.56 -0.33 -0.98
O -1.24 -0.32 -1.52
C -1.17 0.53 -2.67
H -1.07 3.81 1.30
H -2.03 3.16 -0.05
H -0.25 3.18 -0.16
H -2.16 2.02 2.77
H -3.04 1.59 1.30
H -1.24 -0.15 3.04
H -2.94 -0.40 2.68
H -2.43 -2.25 -0.05
H -3.58 -1.15 0.71
H -3.26 -0.73 -1.72
H -2.86 0.69 -0.75
H -1.67 0.05 -3.52
H -1.65 1.49 -2.46
H -0.12 0.70 -2.90
C 5.11 -5.64 1.72
C 5.23 -4.24 1.10
C 6.70 -3.97 0.74
C 4.38 -4.17 -0.16
C 4.60 -5.03 -1.23
C 3.80 -5.00 -2.36
C 2.73 -4.12 -2.43
C 2.47 -3.24 -1.38
P 0.96 -2.19 -1.42
C -0.35 -3.44 -1.26
C -1.54 -3.40 -1.98
C -2.52 -4.36 -1.78
C -2.33 -5.37 -0.84
C -1.15 -5.40 -0.10
C -0.17 -4.45 -0.31
C 1.01 -1.63 -3.15
C 1.84 -0.54 -3.43
C 1.99 -0.07 -4.72
C 1.30 -0.67 -5.76
C 0.49 -1.77 -5.51
C 0.35 -2.25 -4.21
C 3.32 -3.28 -0.28
O 3.02 -2.36 0.69
C 3.72 -2.33 1.85
C 3.28 -1.36 2.76
C 3.88 -1.32 4.01
C 4.92 -2.18 4.32
C 5.36 -3.10 3.38
C 4.76 -3.20 2.12
P 1.96 -0.17 2.33
C 2.77 1.46 2.39
C 4.04 1.70 2.91
C 4.54 2.99 2.98
C 3.77 4.07 2.53
C 2.51 3.84 2.00
C 2.02 2.55 1.92
C 0.97 -0.23 3.86
C 0.53 -1.48 4.30
C -0.29 -1.58 5.41
C -0.66 -0.43 6.11
C -0.22 0.81 5.68
C 0.60 0.92 4.56
H 5.40 -6.41 1.00
H 4.08 -5.84 2.04
H 5.76 -5.75 2.59
H 7.09 -4.76 0.09
H 7.33 -3.94 1.64
H 6.81 -3.02 0.21
H 5.41 -5.74 -1.18
H 3.99 -5.68 -3.18
H 2.09 -4.11 -3.31
H -1.74 -2.59 -2.67
H -3.43 -4.33 -2.36
H -3.09 -6.12 -0.69
H -1.00 -6.17 0.64
H 0.75 -4.50 0.26
H 2.37 -0.06 -2.62
H 2.63 0.78 -4.91
H 1.40 -0.30 -6.77
H -0.02 -2.26 -6.32
H -0.25 -3.13 -4.05
H 3.52 -0.63 4.76
H 5.38 -2.15 5.30
H 6.17 -3.76 3.63
H 4.65 0.88 3.26
H 5.51 3.17 3.41
H 4.16 5.08 2.60
H 1.91 4.67 1.64
H 1.03 2.37 1.52
H 0.81 -2.38 3.76
H -0.63 -2.55 5.75
H -1.30 -0.51 6.98
H -0.49 1.70 6.23
H 0.95 1.89 4.24
O 2.24 3.14 -1.73
C 2.38 2.08 -1.15
O 1.45 1.25 -0.85
C 3.80 1.69 -0.74
C 4.16 0.32 -0.51
C 5.43 -0.08 -0.18
C 6.35 0.95 -0.07
O 7.63 0.88 0.24
C 8.17 2.21 0.21
O 7.08 3.06 -0.14
C 6.00 2.32 -0.31
C 4.72 2.71 -0.65
H 3.39 -0.44 -0.61
H 5.70 -1.11 -0.01
H 8.94 2.27 -0.55
H 8.54 2.47 1.20
H 4.45 3.73 -0.87
```

Results
**Relative energy (zero: lowest compared OMol25 entry of this formula, charge and spin)**: 13.3 kcal/mol
**Multiplicity**: 5
**HOMO (spin up / spin down)**: -11.7 / -11.6 eV
**Frontier orbital gap (spin up / spin down)**: 6.66 / 2.29 eV
**Net charge**: +2
**LUMO energy (spin up / spin down)**: -5.0 / -9.3 eV


Entry 6:
Formula: ClH10LiO5
Source: the OMol25 dataset
Level of theory: ωB97M-V/def2-TZVPD

Structure (XYZ):
```
17
ClH10LiO5 ωB97M-V/def2-TZVPD
Li 6.21 16.70 4.18
Cl 6.43 18.07 3.21
O 8.22 19.59 2.48
H 7.60 19.52 1.75
H 7.86 19.01 3.15
O 5.57 16.19 2.02
H 5.68 16.23 1.07
H 5.69 17.10 2.31
O 5.08 19.82 2.31
H 5.08 20.33 3.12
H 5.56 19.03 2.52
O 7.30 20.15 4.37
H 7.01 19.24 4.27
H 6.69 20.66 3.84
O 8.74 17.46 2.46
H 7.89 17.32 2.87
H 8.58 17.37 1.52
```

Results
**Relative energy (zero: lowest compared OMol25 entry of this formula, charge and spin)**: 233.1 kcal/mol
**Multiplicity**: 1
**HOMO**: -8.4 eV
**Frontier orbital gap**: 7.27 eV
**Net charge**: 0
**LUMO energy**: -1.1 eV


- What is the relative energy (zero: lowest compared OMol25 entry of this formula, charge and spin) in the first record?
  0.0 kcal/mol